This record from OMol25 describes one molecule with the formula C21H34ClN3OS at a distorted geometry. The level of theory is ωB97M-V with the def2-TZVPD basis set.

The geometry in ORCA input format:
```
! wB97M-V def2-TZVPD RIJCOSX def2/J DEFGRID3
* xyz 0 1
C 5.7097 1.6758 3.2425
O 4.6670 1.8464 2.1700
C 3.6394 1.2148 2.2134
C 3.4915 0.2671 2.9760
C 2.2363 -0.4630 3.1164
C 1.2511 -0.0743 2.2531
N 0.1939 -1.1105 2.0679
C -0.8764 -0.7844 1.0078
S -2.6649 -1.0980 1.9244
N -0.7357 -0.8563 -0.1292
C 0.5925 -1.4199 -0.8270
C 0.3265 -2.8215 -0.9391
C 0.3552 -3.8061 0.1967
C 1.6030 -3.9103 1.1587
C -0.2657 -5.2067 -0.2052
C -1.7915 -0.4735 -1.0431
C -1.4455 -0.4856 -2.6079
C -2.7444 0.1243 -3.2951
N -2.9928 1.4699 -2.9515
C -3.9821 2.1128 -3.5652
C -5.2468 1.4966 -3.9502
C -3.3492 2.4550 -5.2520
C -3.4102 1.3852 -1.4967
C -2.2613 1.1818 -0.5217
C 1.5812 0.7626 1.1605
C 2.7783 1.4607 1.2884
Cl 2.9690 2.8638 0.1983
H 6.0638 0.6415 2.9902
H 6.3180 2.4655 3.1446
H 5.4495 1.8262 4.1110
H 4.0500 -0.2158 3.9297
H 2.0486 -1.3591 3.8474
H -0.1611 -1.3142 2.9017
H 1.3428 -1.1856 0.0737
H 0.7210 -0.7089 -1.6815
H -0.6529 -3.1671 -1.6691
H 1.1178 -3.2310 -1.5130
H -0.5331 -3.3013 0.9526
H 2.3130 -4.3848 0.3538
H 1.9048 -2.8827 1.4513
H 1.6441 -4.7386 1.6819
H -1.1589 -4.9740 -0.6568
H 0.4475 -5.7914 -0.8743
H -0.2425 -5.7585 0.8474
H -2.8138 -0.8565 -0.7599
H -0.7616 0.1391 -2.8185
H -1.4286 -1.3854 -2.8070
H -2.6419 -0.1566 -4.3785
H -3.7591 -0.7125 -3.1402
H -4.0983 3.0345 -3.4300
H -5.1729 0.6412 -4.5287
H -5.6695 1.1894 -3.0322
H -6.0720 2.1586 -4.7198
H -2.3668 2.8596 -5.1530
H -3.8281 2.9508 -5.8512
H -3.1775 1.3682 -5.6570
H -3.4436 2.5611 -1.4927
H -4.3345 1.1026 -1.1724
H -1.2492 1.6954 -0.9653
H -2.3072 1.1599 0.5025
H 0.7604 0.9340 0.6044
*
```

Its energy relative to the best compared isomer or geometry (same formula, charge and spin) is 451.9 kcal per mole. The SMILES is COc1ccc(NC(=S)N(CCC(C)C)C2CCN(C(C)C)CC2)cc1Cl. The orbital gap comes out at 7.88 eV.

Results of the Löwdin charge analysis, in e, for atoms 1 through 8:
1. C 0.073
2. O -0.004
3. C -0.631
4. C -0.031
5. C -0.004
6. C -0.228
7. N 0.064
8. C -0.603


This record from OMol25 describes C21H34KN8 as an isolated structure. The level of theory is ωB97M-V with the def2-TZVPD basis set.

The geometry in ORCA input format:
```
! wB97M-V def2-TZVPD RIJCOSX def2/J DEFGRID3
* xyz 1 1
K 0.2510 -0.1191 -0.0620
C -5.6757 -0.7919 -0.9589
N -4.4361 -1.0779 -0.2587
C -4.5704 -1.8815 0.9391
C -3.2397 -0.5159 -0.6036
N -2.2848 -0.1844 0.2118
C -2.5475 0.1606 1.5663
C -3.6655 0.9316 1.8968
C -3.9028 1.3731 3.1851
C -2.9933 1.0670 4.1896
C -1.8650 0.3319 3.8774
C -1.6187 -0.1423 2.5861
N -0.3815 -0.7827 2.2970
C 0.1364 -1.6452 3.1194
N 1.5067 -1.7969 3.1577
C 2.3634 -0.7704 2.5940
C 2.1041 -3.1231 3.1404
N -0.5632 -2.4664 3.9588
C -0.0952 -2.8202 5.2875
C -1.9202 -2.8652 3.6490
N -3.0645 -0.3034 -1.9580
C -3.3500 -1.3672 -2.9086
C -2.0627 0.6400 -2.4107
H -6.4077 -0.4038 -0.2465
H -6.0944 -1.6902 -1.4203
H -5.5075 -0.0451 -1.7296
H -5.0247 -1.3272 1.7647
H -3.5895 -2.2232 1.2548
H -5.1914 -2.7499 0.7108
H -4.3591 1.1941 1.1062
H -4.7786 1.9706 3.3992
H -3.1477 1.4197 5.2002
H -1.1298 0.1232 4.6462
H 1.9092 0.2075 2.7335
H 2.5756 -0.9230 1.5261
H 3.3221 -0.7892 3.1139
H 1.4198 -3.8621 3.5421
H 3.0160 -3.1307 3.7388
H 2.3692 -3.4165 2.1178
H 0.8690 -2.3586 5.4795
H 0.0005 -3.9033 5.3991
H -0.8091 -2.4632 6.0343
H -2.0700 -2.8195 2.5735
H -2.6690 -2.2348 4.1358
H -2.0594 -3.8980 3.9737
H -4.0826 -2.0565 -2.5038
H -2.4411 -1.9306 -3.1483
H -3.7430 -0.9513 -3.8370
H -2.0375 1.5006 -1.7465
H -2.3289 0.9784 -3.4123
H -1.0499 0.2154 -2.4890
N 6.7872 -0.4729 -0.0275
C 5.4798 -0.3151 -0.3651
C 4.8242 0.9102 -0.1968
C 3.4951 1.0098 -0.5434
N 2.7551 0.0032 -1.0274
C 3.3964 -1.1633 -1.1781
C 4.7215 -1.3780 -0.8709
H 7.3489 0.3287 0.1957
H 7.2798 -1.3046 -0.2985
H 5.3491 1.7743 0.1882
H 2.9951 1.9660 -0.4250
H 2.8138 -1.9880 -1.5770
H 5.1628 -2.3533 -1.0269
*
```

Its energy relative to the best compared isomer or geometry (same formula, charge and spin) is 0.3 kcal per mole. The orbital gap comes out at 7.86 eV.

Results of the Löwdin charge analysis, in e, for atoms 1 through 8:
1. K 0.834
2. C -0.048
3. N -0.155
4. C -0.034
5. C -0.390
6. N 0.033
7. C -0.242
8. C -0.044


This record from OMol25 describes one molecule with the formula C21H34N4O4S at a distorted geometry. The level of theory is ωB97M-V with the def2-TZVPD basis set.

The geometry in ORCA input format:
```
! wB97M-V def2-TZVPD RIJCOSX def2/J DEFGRID3
* xyz 0 1
C -5.2235 -4.4536 -0.9773
C -5.5449 -3.6653 0.2869
C -4.3024 -3.3027 1.1005
C -3.3946 -2.3014 0.3918
C -2.2131 -1.8926 1.2669
C -1.2669 -0.9649 0.5237
O -1.3502 -0.7059 -0.6517
N -0.3026 -0.4349 1.3455
C 0.7924 0.3249 0.8796
C 2.0625 -0.0770 1.2593
C 3.1833 0.5525 0.7569
S 4.7968 -0.0428 1.2323
O 5.7371 1.0309 1.1004
O 4.6666 -0.7158 2.4928
N 5.2535 -1.2030 0.1311
C 5.6549 -0.7830 -1.1902
C 4.5028 -0.9255 -2.1916
O 3.9711 -2.2330 -2.1671
C 3.4761 -2.5605 -0.8867
C 4.5896 -2.4840 0.1646
C 3.0500 1.5908 -0.1460
C 1.7914 2.0247 -0.5027
C 0.6233 1.4393 0.0191
N -0.6189 1.9067 -0.3055
C -1.6472 2.1193 0.6847
C -1.7228 3.6095 1.0390
N -2.0012 4.3924 -0.1495
C -2.2067 5.7903 0.1572
C -0.9481 4.1986 -1.1295
C -0.8660 2.7103 -1.4771
H -4.6589 -5.3510 -0.7330
H -4.6393 -3.8563 -1.6719
H -6.1415 -4.7532 -1.4775
H -6.2097 -4.2625 0.9157
H -6.0780 -2.7507 0.0183
H -4.6219 -2.8759 2.0552
H -3.7389 -4.2134 1.3184
H -3.9656 -1.4099 0.1260
H -3.0055 -2.7284 -0.5320
H -2.5636 -1.3941 2.1742
H -1.6532 -2.7826 1.5689
H -0.1637 -0.8824 2.2412
H 2.1957 -0.8987 1.9474
H 6.4911 -1.4159 -1.5091
H 5.9945 0.2489 -1.1118
H 3.7083 -0.1993 -1.9606
H 4.8565 -0.7642 -3.2113
H 2.6544 -1.8772 -0.6218
H 3.0894 -3.5779 -0.9657
H 5.3357 -3.2597 -0.0442
H 4.2027 -2.6210 1.1735
H 3.9366 2.0734 -0.5255
H 1.7068 2.8632 -1.1747
H -1.4371 1.5512 1.5883
H -2.6077 1.7981 0.2692
H -2.5312 3.7696 1.7563
H -0.7703 3.9149 1.5136
H -3.0394 5.8837 0.8527
H -2.4579 6.3210 -0.7598
H -1.3191 6.2641 0.6058
H -1.1969 4.7729 -2.0248
H 0.0277 4.5524 -0.7472
H -0.1065 2.5193 -2.2333
H -1.8359 2.3974 -1.8782
*
```

Its energy relative to the best compared isomer or geometry (same formula, charge and spin) is 24.6 kcal per mole. The SMILES is CCCCCC(=O)Nc1cc(S(=O)(=O)N2CCOCC2)ccc1N1CCN(C)CC1. The orbital gap comes out at 8.35 eV.

Results of the Löwdin charge analysis, in e, for atoms 1 through 8:
1. C -0.113
2. C -0.271
3. C -0.231
4. C -0.211
5. C -0.115
6. C -0.479
7. O 0.102
8. N 0.103


This record from OMol25 describes a 5-piece molecular cluster, C21H35BN5OS overall. The level of theory is ωB97M-V with the def2-TZVPD basis set.

The geometry in ORCA input format:
```
! wB97M-V def2-TZVPD RIJCOSX def2/J DEFGRID3
* xyz 1 1
C -0.2424 -2.0615 2.3530
B -0.1426 -0.7405 1.5832
O 0.9754 -0.2802 0.9765
S -1.6146 0.4834 1.6263
C -3.0944 -0.4037 1.0122
C -4.3221 -0.0455 1.8364
C -5.5061 -0.9077 1.4026
C -5.5189 -2.3317 1.9864
N -5.4315 -3.3546 0.9387
H 0.3295 -2.8032 1.7955
H 0.2515 -1.9630 3.3229
H -1.2447 -2.4394 2.5359
H 0.9839 -0.4597 0.0288
H -1.3096 1.3201 0.6314
H -3.2190 -0.1438 -0.0343
H -2.8559 -1.4629 1.0805
H -4.5520 1.0083 1.6919
H -4.1053 -0.1957 2.8935
H -6.4241 -0.3856 1.6521
H -5.4939 -1.0047 0.3151
H -4.7320 -2.4278 2.7415
H -6.4591 -2.4841 2.5088
H -5.7615 -4.2453 1.2847
H -4.4727 -3.5115 0.6587
N 3.5458 0.9159 -0.5893
C 4.7285 0.5054 -0.0300
C 5.6548 0.4289 -1.0317
C 5.0101 0.8068 -2.2427
C 3.7105 1.1023 -1.9419
H 2.6997 1.0623 -0.0740
H 4.8087 0.3147 1.0259
H 6.6864 0.1429 -0.9110
H 5.4533 0.8614 -3.2227
H 2.8982 1.4334 -2.5669
N 2.3215 3.7264 0.8773
C 1.5647 3.2008 1.8918
C 1.4728 4.1453 2.8803
C 2.2028 5.2822 2.4454
C 2.7165 4.9906 1.2107
H 2.5762 3.2573 0.0278
H 1.1702 2.1994 1.8393
H 0.9514 4.0326 3.8160
H 2.3445 6.2033 2.9835
H 3.3338 5.5710 0.5478
N 8.8280 -0.5881 -3.1582
C 8.8580 0.7645 -3.3708
C 10.1687 1.1439 -3.4660
C 10.9612 -0.0258 -3.3057
C 10.1060 -1.0767 -3.1175
H 7.9973 -1.1385 -3.0489
H 7.9497 1.3384 -3.4354
H 10.5222 2.1469 -3.6335
H 12.0358 -0.0867 -3.3277
H 10.2968 -2.1239 -2.9608
N -8.0593 -2.2869 -0.4726
C -9.1589 -1.6293 0.0103
C -10.0189 -1.4208 -1.0344
C -9.4147 -1.9760 -2.1945
C -8.2089 -2.5023 -1.8148
H -7.2560 -2.5659 0.0664
H -9.2431 -1.3732 1.0532
H -10.9768 -0.9330 -0.9745
H -9.8231 -1.9929 -3.1906
H -7.4521 -3.0163 -2.3819
*
```

The orbital gap comes out at 5.26 eV.

Results of the Löwdin charge analysis, in e, for atoms 1 through 8:
1. C 0.004
2. B -0.650
3. O 0.110
4. S 1.190
5. C -0.374
6. C -0.252
7. C -0.192
8. C -0.264


This record from OMol25 describes C21H35BrMoN2O4Sb as an isolated structure at a distorted geometry. The level of theory is ωB97M-V with the def2-TZVPD basis set.

The geometry in ORCA input format:
```
! wB97M-V def2-TZVPD RIJCOSX def2/J DEFGRID3
* xyz 3 1
Mo 1.6091 -1.3323 0.1494
N 1.8008 -1.3679 -2.0991
C 3.2463 -1.5078 -2.4483
C 4.0375 -2.1269 -1.2879
O 5.0387 -2.7599 -1.4161
N 3.3990 -1.8543 -0.0739
C 4.1743 -2.0673 1.1512
C 3.0287 -2.4642 2.0787
O 2.9118 -3.5055 2.6491
O 2.0151 -1.6248 1.9028
H 1.3148 -2.1745 -2.5241
H 1.4241 -0.5631 -2.6259
H 3.6962 -0.5205 -2.6324
H 3.4044 -2.1140 -3.3484
H 4.6745 -1.1413 1.4698
H 4.9302 -2.8580 1.0497
C -3.8801 4.6579 0.0652
C -4.2157 3.1551 0.0760
C -5.0389 2.9141 1.3546
C -5.0539 2.8546 -1.1726
C -2.9947 2.2653 0.0906
C -3.1375 0.8698 0.1671
C -2.0235 0.0739 0.1800
Br -2.1125 -1.8272 0.2858
C -0.7064 0.6008 0.1168
O 0.2822 -0.2697 0.1258
C -0.5449 2.0058 0.0600
C -1.7006 2.7778 0.0417
C 0.7918 2.7363 0.0689
C 2.0315 1.8282 0.1092
C 0.8315 3.6043 1.3363
C 0.8785 3.6108 -1.1938
H -4.7901 5.2550 0.0983
H -3.3697 4.9306 -0.8574
H -3.2958 4.9265 0.9423
H -5.8825 3.5982 1.3874
H -4.4405 3.0686 2.2482
H -5.4388 1.9008 1.3727
H -5.9338 3.4919 -1.1815
H -5.3840 1.8170 -1.1922
H -4.4890 3.0342 -2.0843
H -4.1179 0.4215 0.2124
H -1.5800 3.8465 -0.0082
H 2.0642 1.2424 1.0446
H 2.9179 2.4609 0.1133
H 2.1064 1.1966 -0.7955
H 0.6871 2.9974 2.2275
H 0.0635 4.3685 1.3266
H 1.7915 4.1052 1.4123
H 0.7166 3.0219 -2.0949
H 1.8570 4.0770 -1.2563
H 0.1436 4.4070 -1.1782
C -0.2225 -4.7722 -1.1782
Sb 1.1253 -4.1925 0.3832
C 2.8724 -5.4039 0.0592
C 0.2123 -4.9032 2.1793
H -0.3977 -5.8339 -1.0353
H 0.1979 -4.6349 -2.1707
H -1.1778 -4.2629 -1.0946
H 2.5089 -6.3855 -0.2472
H 3.4138 -5.5057 1.0009
H 3.5288 -5.0088 -0.7188
H 0.2093 -5.9899 2.0795
H -0.8107 -4.5315 2.2499
H 0.8046 -4.6160 3.0486
*
```

The orbital gap (alpha / beta) comes out at 5.20 / 5.20 eV.

Results of the Löwdin charge analysis, in e, for atoms 1 through 8:
1. Mo 1.734
2. N -0.036
3. C -0.085
4. C -0.466
5. O 0.207
6. N -0.187
7. C -0.035
8. C -0.582


This record from OMol25 describes C21H35FeIN10OS as an isolated structure. The level of theory is ωB97M-V with the def2-TZVPD basis set.

The geometry in ORCA input format:
```
! wB97M-V def2-TZVPD RIJCOSX def2/J DEFGRID3
* xyz 3 2
Fe -0.6109 0.2227 -0.3008
C 0.0210 0.1000 2.6839
N -0.3920 0.3182 4.0349
C -1.3969 -0.6734 4.4192
N -2.5585 -0.5643 3.5410
C -2.1806 -0.7967 2.1839
N -1.1403 0.2172 1.6785
C -1.7651 1.5978 1.9006
N -2.1453 1.7946 3.2690
C -0.9744 1.6625 4.1414
C -3.1298 0.7803 3.6589
H 0.4419 -0.9017 2.5687
H 0.7571 0.8443 2.4122
H -1.7059 -0.5018 5.4485
H -0.9698 -1.6748 4.3455
H -3.0702 -0.7000 1.5661
H -1.7478 -1.7922 2.0736
H -2.6514 1.6680 1.2643
H -1.0324 2.3518 1.6020
H -1.2819 1.8368 5.1707
H -0.2273 2.4098 3.8690
H -4.0138 0.8631 3.0249
H -3.4245 0.9514 4.6924
C -0.7170 0.7566 -4.8763
N -0.1711 -0.2735 -3.9676
C 0.4663 -1.3967 -4.4185
C 0.9671 -2.3230 -3.5705
C 0.8064 -2.1275 -2.1670
N 0.1690 -1.0235 -1.7411
C -0.2892 -0.1236 -2.6383
O -0.8430 0.8842 -2.0921
N 1.2682 -3.0006 -1.2840
H -0.5241 0.4406 -5.8965
H -0.2295 1.7088 -4.6808
H -1.7875 0.8513 -4.7137
H 0.5500 -1.4907 -5.4929
H 1.4703 -3.1982 -3.9542
H 1.7031 -3.8593 -1.5862
H 1.1361 -2.8701 -0.2945
I -3.7790 -4.7389 -0.6638
C -3.6845 -2.6784 -0.8192
C -4.7971 -1.9053 -1.1444
C -4.6624 -0.5292 -1.2416
C -3.4294 0.0491 -1.0058
N -2.3631 -0.6935 -0.6675
C -2.4859 -2.0266 -0.5871
H -5.7565 -2.3742 -1.3215
H -5.5056 0.0965 -1.4997
H -3.2840 1.1182 -1.0916
H -1.6018 -2.5869 -0.3152
C 4.3886 -0.0437 -1.6549
N 3.1987 0.7686 -1.3565
C 2.4465 1.0996 -2.5678
C 2.8297 1.2556 -0.1641
S 1.1125 1.6726 0.0900
N 3.6467 1.5349 0.8432
C 5.1087 1.3298 0.9153
C 3.2018 2.1429 2.1153
H 4.1664 -0.6032 -2.5615
H 4.5802 -0.7613 -0.8611
H 5.2710 0.5635 -1.8510
H 3.1408 1.5306 -3.2901
H 1.6700 1.8290 -2.3594
H 2.0249 0.1943 -3.0070
H 5.5335 0.8953 0.0308
H 5.3091 0.6822 1.7686
H 5.5800 2.2953 1.0893
H 2.2787 2.6945 2.0005
H 3.9793 2.8410 2.4153
H 3.1055 1.3799 2.8884
*
```

Its energy relative to the best compared isomer or geometry (same formula, charge and spin) is 22.4 kcal per mole. The orbital gap (alpha / beta) comes out at 6.06 / 6.28 eV.

Results of the Löwdin charge analysis, in e, for atoms 1 through 8:
1. Fe 0.654
2. C -0.181
3. N -0.070
4. C -0.127
5. N -0.070
6. C -0.153
7. N -0.146
8. C -0.159


This record from OMol25 describes a 2-piece molecular cluster, C21H35N2O5S overall at a distorted geometry. The level of theory is ωB97M-V with the def2-TZVPD basis set.

The geometry in ORCA input format:
```
! wB97M-V def2-TZVPD RIJCOSX def2/J DEFGRID3
* xyz 1 1
C 2.4046 -2.8642 -0.9239
C 2.4251 -2.8531 -2.5223
C 2.5825 -1.4049 -3.1271
C 1.2309 -0.7147 -3.5603
C 0.0275 -0.9214 -2.5437
C -0.7108 0.4792 -2.2911
C -1.6115 0.3025 -1.0149
C -2.9812 1.0480 -0.8678
S -3.0321 2.8680 -0.9355
C -2.8990 3.5002 -2.6483
O -1.9969 3.5274 -0.1170
O -4.3417 3.3209 -0.4319
C -3.4235 0.4594 0.5801
C -2.0828 -0.1334 1.2439
N -1.0393 0.4862 0.3389
O 0.2913 0.1251 0.5687
C 0.9438 1.2057 1.2486
O 0.8245 1.3600 2.4301
C 1.8569 2.1757 0.4875
C 2.3508 1.7556 -0.8336
C 3.2468 2.5483 -1.6470
C 3.6684 3.8496 -1.0925
C 3.1768 4.3100 0.2018
C 2.2627 3.4798 0.9959
H 1.3261 -2.9949 -0.6146
H 2.6762 -1.8269 -0.5760
H 3.0430 -3.6595 -0.4763
H 1.5756 -3.4334 -2.9732
H 3.3575 -3.4189 -2.8164
H 3.1929 -0.7227 -2.4658
H 3.1985 -1.5148 -4.0685
H 0.8967 -1.0999 -4.5597
H 1.4003 0.4002 -3.6291
H 0.3312 -1.2958 -1.5354
H -0.7308 -1.5686 -3.0592
H -1.3462 0.6544 -3.1972
H 0.0033 1.3338 -2.1837
H -1.9215 -0.7814 -1.0946
H -3.7607 0.7547 -1.6245
H -1.8056 3.4854 -2.9084
H -3.3403 4.5288 -2.7160
H -3.4742 2.7956 -3.3027
H -3.9764 -0.4741 0.2849
H -4.0289 1.1658 1.1969
H -1.9618 0.0027 2.3416
H -2.0071 -1.2300 1.0493
H -1.0493 1.4650 0.6998
H 2.0023 0.7646 -1.2168
H 3.6092 2.1880 -2.6401
H 4.3683 4.4846 -1.6770
H 3.4926 5.2888 0.6344
H 1.8726 3.8015 1.9893
C -0.5729 -2.2532 3.5829
O -1.1585 -2.3779 2.5139
N -0.8049 -2.9913 4.6838
C -0.0691 -2.7852 5.9180
C -1.8234 -4.0267 4.6351
H 0.2169 -1.4982 3.7257
H 0.4547 -3.7063 6.1805
H -0.7702 -2.5263 6.7139
H 0.6575 -1.9809 5.8073
H -1.5670 -4.7477 3.8569
H -2.7855 -3.5746 4.3870
H -1.8947 -4.5344 5.5951
*
```

Its energy relative to the best compared isomer or geometry (same formula, charge and spin) is 0.0 kcal per mole. The orbital gap comes out at 8.49 eV.

Results of the Löwdin charge analysis, in e, for atoms 1 through 8:
1. C -0.107
2. C -0.240
3. C -0.218
4. C -0.189
5. C -0.175
6. C -0.117
7. C -0.217
8. C -0.269


no.,E_tot (Ha)
1,-1917.76827
2,-1858.44853
3,-1738.76143
4,-1592.98380
5,-4113.01274
6,-3402.66034
7,-1704.67317